(1)
DFT (ωB97M-V/def2-TZVPD) results for a 2-piece molecular cluster, C6H12O2 overall.

Its highest occupied orbital energy is -8.1 eV. As for the spin multiplicity: 1. Its structure (SMILES) is CC(C)=C/C=C/O.O. As for the orbital gap: 8.780 eV.

XYZ file:
```
20
Properties=species:S:1:pos:R:3:nbo_charge:R:1
C 2.239 -0.500 -1.234 -0.645
C 0.980 0.251 -0.828 0.051
C -0.154 -0.396 -0.556 -0.267
C -1.410 0.227 -0.191 -0.343
C -2.484 -0.389 0.308 0.166
O -3.656 0.196 0.685 -0.675
C 1.180 1.719 -0.534 -0.656
H 2.343 -1.380 -0.617 0.220
H 2.124 -0.930 -2.226 0.223
H 3.107 0.139 -1.160 0.215
H -0.132 -1.459 -0.790 0.202
H -1.479 1.317 -0.195 0.195
H -2.601 -1.468 0.354 0.179
H -3.598 1.168 0.628 0.477
H 2.002 2.155 -1.110 0.214
H 1.429 1.822 0.525 0.228
H 0.322 2.351 -0.785 0.214
H 0.194 -1.690 1.846 0.471
H -0.610 -1.342 3.074 0.468
O 0.202 -1.790 2.806 -0.938
```

***

(2)
DFT (ωB97M-V/def2-TZVPD) results for a 2-piece molecular cluster, C26H29BF6N overall.

Its highest occupied orbital energy is -11.7 eV. Its net charge is +1. As for the spin multiplicity: 1. As for the orbital gap: 7.976 eV.

XYZ file:
```
63
Properties=species:S:1:pos:R:3:nbo_charge:R:1
F 6.171 3.974 -1.643 -0.324
C 5.828 4.068 -0.318 0.977
F 6.883 3.591 0.403 -0.321
F 5.685 5.393 -0.027 -0.320
C 4.549 3.340 -0.006 -0.137
C 4.466 2.520 1.123 -0.182
C 3.262 1.888 1.421 -0.154
C 2.129 2.093 0.626 -0.031
C 0.808 1.537 1.096 -0.449
C -0.419 2.392 0.954 0.010
C -0.470 3.630 0.302 -0.207
C -1.689 4.150 -0.119 -0.182
C -2.860 3.491 0.236 -0.096
C -4.168 4.008 -0.276 0.968
F -5.237 3.370 0.291 -0.325
F -4.302 5.345 -0.016 -0.320
F -4.279 3.849 -1.631 -0.326
C -2.847 2.358 1.048 -0.201
C -1.622 1.826 1.412 -0.224
C 2.299 2.830 -0.555 -0.212
C 3.455 3.527 -0.833 -0.181
H 5.333 2.372 1.736 0.238
H 3.206 1.217 2.283 0.206
H 0.930 1.144 2.095 0.229
H 0.419 4.204 0.086 0.237
H -1.727 5.053 -0.706 0.241
H -3.768 1.893 1.371 0.238
H -1.584 0.928 2.042 0.198
H 1.497 2.878 -1.293 0.218
H 3.523 4.175 -1.701 0.240
C -1.871 -2.752 2.162 -0.645
C -1.891 -1.910 0.906 -0.216
N -0.764 -2.251 -0.021 -0.467
C -0.691 -3.707 -0.225 0.125
C -1.811 -4.284 -0.729 -0.231
C -1.789 -5.662 -0.996 -0.150
C -0.648 -6.401 -0.714 -0.188
C 0.482 -5.786 -0.144 -0.172
C 0.469 -4.408 0.110 -0.193
C -0.994 -1.614 -1.377 -0.019
C 0.049 -2.055 -2.384 -0.640
C -1.149 -0.106 -1.343 -0.635
B 0.762 -2.270 0.657 0.483
H 0.559 0.643 0.549 0.208
H -2.682 -2.416 2.826 0.252
H -2.069 -3.819 1.956 0.228
H -0.929 -2.652 2.703 0.226
H -2.821 -2.071 0.326 0.216
H -1.832 -0.838 1.145 0.241
H -2.685 -3.645 -0.914 0.235
H -2.698 -6.083 -1.422 0.244
H -0.647 -7.465 -0.934 0.249
H 1.359 -6.384 0.093 0.250
H 1.371 -3.916 0.567 0.243
H -1.984 -2.004 -1.674 0.208
H -0.157 -1.562 -3.342 0.251
H 1.065 -1.779 -2.073 0.226
H -0.001 -3.129 -2.566 0.227
H -1.528 0.218 -2.329 0.250
H -1.892 0.252 -0.619 0.234
H -0.191 0.408 -1.200 0.218
H 0.633 -1.825 1.723 -0.038
H 1.504 -1.772 -0.121 -0.028
```

***

(3)
DFT (ωB97M-V/def2-TZVPD) results for C41H29BiBrN3O6PS as an isolated structure.

Its highest occupied orbital energy (alpha / beta) is -4.4 / -4.4 eV. Its net charge is -1. As for the spin multiplicity: 1. As for the orbital gap (alpha / beta): 6.127 / 6.128 eV.

XYZ file:
```
83
Properties=species:S:1:pos:R:3:lowdin_charge:R:1
Bi 0.261 0.188 -0.512 1.958
Br -8.584 5.032 -1.549 0.752
C -7.574 3.872 -2.537 -0.749
C -8.004 2.546 -2.663 -0.135
C -7.210 1.667 -3.391 -0.040
C -5.979 2.172 -3.818 -0.260
C -5.499 3.502 -3.667 -0.036
C -6.263 4.341 -2.937 -0.138
N -5.004 1.195 -4.029 0.043
N -5.354 0.071 -3.522 0.043
C -4.391 -0.666 -2.925 -0.257
C -4.696 -1.391 -1.755 -0.008
C -3.676 -1.808 -0.911 -0.032
C -2.349 -1.595 -1.261 -0.418
O -1.415 -1.850 -0.423 -0.195
C -2.055 -1.063 -2.580 -0.182
N -0.729 -1.065 -2.947 0.058
C -0.457 -0.764 -4.206 -0.175
C -1.410 -0.350 -5.101 -0.062
C -2.774 -0.381 -4.793 0.006
C -3.072 -0.743 -3.479 -0.123
H -8.966 2.255 -2.308 0.084
H -7.515 0.647 -3.574 0.101
H -4.556 3.756 -4.196 0.126
H -6.058 5.387 -2.698 0.091
H -5.769 -1.586 -1.583 0.116
H -3.999 -2.144 0.070 0.109
H 0.580 -0.950 -4.597 0.107
H -1.113 -0.048 -6.136 0.113
H -3.585 -0.063 -5.449 0.104
O 3.560 2.578 0.812 0.020
C 2.669 2.376 -0.034 -0.561
O 1.429 1.988 0.337 -0.287
C 3.016 2.724 -1.464 -0.168
C 3.282 4.069 -1.724 -0.040
C 3.547 4.492 -3.052 -0.109
C 3.532 3.560 -4.077 -0.130
C 3.264 2.248 -3.805 -0.160
C 2.905 1.749 -2.530 -0.669
S 2.597 0.044 -2.388 0.487
H 3.456 4.805 -0.922 0.117
H 3.905 5.494 -3.228 0.081
H 3.580 3.905 -5.090 0.087
H 3.276 1.488 -4.568 0.074
O -1.569 1.570 -1.055 -0.206
C -1.864 1.651 0.211 -0.474
O -1.241 1.011 1.132 -0.192
H -2.618 2.432 0.513 0.144
O 1.975 -0.895 0.930 -0.497
P 2.274 -1.382 2.347 0.861
C 3.910 -2.162 2.463 -0.276
C 4.086 -3.583 2.344 -0.063
C 5.368 -4.059 2.446 -0.102
C 6.534 -3.225 2.500 -0.075
C 6.320 -1.854 2.500 -0.086
C 5.019 -1.354 2.343 -0.082
C 1.152 -2.796 2.777 -0.269
C 1.284 -3.171 4.097 -0.104
C 0.632 -4.352 4.531 -0.082
C -0.292 -5.015 3.716 -0.097
C -0.424 -4.557 2.409 -0.087
C 0.276 -3.461 1.887 -0.034
C 2.307 -0.089 3.602 -0.246
C 2.934 -0.409 4.820 -0.131
C 2.736 0.356 5.913 -0.097
C 1.891 1.468 5.845 -0.080
C 1.447 1.920 4.620 -0.059
C 1.587 1.110 3.494 -0.022
H 3.187 -4.291 2.363 0.131
H 5.483 -5.157 2.425 0.103
H 7.560 -3.637 2.562 0.106
H 7.180 -1.135 2.513 0.119
H 4.889 -0.267 2.203 0.130
H 1.796 -2.576 4.865 0.097
H 0.858 -4.713 5.556 0.105
H -0.831 -5.901 4.071 0.103
H -1.112 -5.161 1.733 0.127
H -0.004 -2.986 0.950 0.082
H 3.574 -1.303 4.845 0.110
H 3.163 -0.018 6.857 0.112
H 1.548 1.940 6.767 0.104
H 0.992 2.910 4.526 0.117
H 1.190 1.455 2.588 0.066
```

***

(4)
DFT (ωB97M-V/def2-TZVPD) results for one molecule with the formula C13H18N2S2.

Its highest occupied orbital energy is -7.6 eV. As for the spin multiplicity: 1. Its structure (SMILES) is CSc1ccc(C(=S)N2CCN(C)CC2)cc1. As for the orbital gap: 8.272 eV.

XYZ file:
```
35
Properties=species:S:1:pos:R:3:nbo_charge:R:1
C -6.099 -0.515 0.118 -0.743
H -7.090 -0.091 -0.015 0.238
H -5.947 -0.772 1.162 0.219
H -5.979 -1.381 -0.525 0.223
S -4.940 0.789 -0.381 0.261
C -3.352 0.033 -0.234 -0.179
C -2.265 0.793 -0.663 -0.231
C -0.985 0.294 -0.571 -0.178
C -0.764 -0.985 -0.052 -0.147
C -1.856 -1.747 0.347 -0.158
C -3.140 -1.242 0.272 -0.200
H -3.962 -1.856 0.603 0.209
H -1.691 -2.746 0.722 0.229
C 0.591 -1.553 -0.058 0.156
N 1.583 -0.921 0.583 -0.392
C 1.421 0.242 1.424 -0.221
H 1.714 -0.027 2.447 0.197
C 2.325 1.380 0.902 -0.238
N 2.632 1.117 -0.490 -0.438
C 3.181 2.261 -1.180 -0.402
H 3.327 2.001 -2.227 0.205
H 2.475 3.088 -1.121 0.200
H 4.146 2.589 -0.763 0.163
C 3.486 -0.053 -0.623 -0.227
C 2.970 -1.180 0.292 -0.245
H 3.524 -1.202 1.235 0.195
H 3.058 -2.151 -0.195 0.263
H 3.444 -0.369 -1.668 0.208
H 4.537 0.175 -0.371 0.168
H 1.797 2.332 0.971 0.210
H 3.241 1.457 1.515 0.164
H 0.375 0.544 1.437 0.231
S 0.828 -2.960 -0.892 -0.187
H -0.146 0.876 -0.925 0.230
H -2.442 1.776 -1.073 0.219
```

***

Strongest force on any atom for the records above, in order: 1.11 4.29 3.28 0.70 eV Å⁻¹
E for the records above, in order: -10510.36356 -45897.02665 -155749.94371 -38423.46621 eV